{
  "formula": "C52H90O62S12",
  "method": "wB97M-V/def2-TZVPD",
  "energy_ev": -312334.5455,
  "mol_weight_g_mol": 2092.0,
  "gap_ev": 9.528,
  "lumo_ev": -0.3,
  "elements": ["S", "S", "S", "S", "S", "S", "S", "S", "S", "S", "S", "S", "O", "O", "O", "O", "O", "O", "O", "O", "O", "O", "O", "O", "O", "O", "O", "O", "O", "O", "O", "O", "O", "O", "O", "O", "O", "O", "O", "O", "O", "O", "O", "O", "O", "O", "O", "O", "O", "O", "O", "O", "O", "O", "O", "O", "O", "O", "O", "O", "O", "O", "O", "O", "O", "O", "O", "O", "O", "O", "O", "O", "O", "O", "C", "C", "C", "C", "C", "C", "C", "C", "C", "C", "C", "C", "C", "C", "C", "C", "C", "C", "C", "C", "C", "C", "C", "C", "C", "C", "C", "C", "C", "C", "C", "C", "C", "C", "C", "C", "C", "C", "C", "C", "C", "C", "C", "C", "C", "C", "C", "C", "C", "C", "C", "C", "H", "H", "H", "H", "H", "H", "H", "H", "H", "H", "H", "H", "H", "H", "H", "H", "H", "H", "H", "H", "H", "H", "H", "H", "H", "H", "H", "H", "H", "H", "H", "H", "H", "H", "H", "H", "H", "H", "H", "H", "H", "H", "H", "H", "H", "H", "H", "H", "H", "H", "H", "H", "H", "H", "H", "H", "H", "H", "H", "H", "H", "H", "H", "H", "H", "H", "H", "H", "H", "H", "H", "H", "H", "H", "H", "H", "H", "H", "H", "H", "H", "H", "H", "H", "H", "H", "H", "H", "H", "H"],
  "xyz": [[-1.269409, 3.758691, 6.881972], [3.107047, -6.213120, -4.764977], [-0.480893, -3.789647, 2.968006], [5.050427, -4.065347, -0.346723], [-4.334009, -6.318842, 0.032244], [-5.208884, -0.033374, 2.055716], [8.406484, 3.827031, 2.340009], [-2.446068, -5.248477, -6.956714], [-1.671348, 4.882236, -3.487276], [3.242333, -0.373192, 3.037133], [3.411577, 3.116645, -1.453507], [4.631773, -0.398207, -4.443117], [-2.334268, -4.399515, -5.571398], [-4.544876, -0.062442, 3.563609], [-2.217657, -0.472441, 6.274901], [2.180433, 0.451074, 3.656265], [7.420173, 3.481256, 1.005512], [5.164548, -1.107755, -3.069815], [-0.880420, 2.788412, 5.836812], [-0.824300, 1.477174, -1.082523], [4.735883, 0.242087, 3.470684], [3.534150, 0.121308, 1.446998], [3.580299, -6.954402, -3.604686], [5.460252, -5.176908, -1.210063], [-1.245227, -5.099308, -7.799885], [2.978040, 3.500683, -0.111903], [3.988000, -3.105892, -1.145729], [1.427280, -6.359204, -4.980471], [-0.266990, 0.848084, -5.621367], [-4.653948, -7.575336, -0.650051], [7.042641, 4.415251, 3.121189], [3.165010, -0.679135, -4.419919], [-2.920306, -5.645028, -0.483563], [-0.026797, -4.691281, 1.924108], [-3.001293, -6.579633, -6.678755], [-1.009572, 1.925659, 1.178876], [-2.595181, 4.278579, -2.258131], [-2.668250, -0.849186, -1.698134], [-2.152360, -3.655742, 2.921950], [3.182982, -1.855925, 3.088066], [-0.725930, -0.213760, 7.948774], [-0.404578, 3.508376, 8.298314], [2.082193, 2.908859, -2.417941], [3.899831, 4.455436, -2.348441], [-4.580122, -0.761279, -2.914468], [0.255262, -4.973223, -1.835244], [-0.538686, 5.279938, 6.668644], [2.953998, -4.578375, -4.476192], [5.046419, 0.981542, -4.503432], [1.203803, 7.625856, 4.222108], [-2.410447, 5.070087, 3.269707], [0.564702, -6.811137, -0.669491], [-6.655048, -0.371581, 2.759662], [-2.616438, 7.004299, 4.325209], [-1.174300, 3.753718, -4.377695], [-2.437563, 5.997098, -4.071460], [-0.470517, 5.280810, -2.403911], [-0.515242, 9.062647, 3.896993], [6.163866, -3.383744, 0.338086], [-2.713936, 3.897855, 7.217571], [0.051289, -3.919783, 4.326063], [-0.273536, -2.156763, 2.618489], [-3.671397, -4.265542, -7.427147], [1.493343, -0.103304, -6.648118], [9.406771, 4.899993, 2.050223], [-5.005319, 1.297313, 1.520858], [3.946430, -4.561334, 0.755882], [4.285125, 1.969330, -1.604837], [5.498501, -1.388746, -5.494510], [8.835468, 2.572270, 2.949632], [3.777858, -6.341781, -6.081291], [-5.222271, -5.003244, -0.603134], [-4.687853, -1.142686, 1.271606], [-4.358210, -6.422764, 1.503562], [1.065080, 0.082783, -1.146602], [1.296954, -0.570473, 6.812546], [-2.218784, 4.737260, -0.985271], [-3.790417, 1.265590, -2.139561], [-5.453190, 0.178492, -3.463185], [0.658349, 0.023629, 8.125344], [2.612142, -4.220549, 0.277655], [-3.108084, 5.902922, 4.056789], [0.315694, -0.147106, -6.309252], [-0.649231, -1.311740, -6.551142], [-3.578390, -0.205571, -2.200288], [0.107789, 5.768678, 7.868858], [1.740492, -3.904523, -4.896452], [-4.454336, 4.153277, 3.328345], [4.910944, 0.028028, 1.115349], [0.193357, -0.376003, 5.874485], [-5.428040, 0.349530, 4.571971], [-4.353853, -3.804332, -0.803113], [0.766403, 0.402122, 0.293728], [-0.035670, 7.292653, 2.216468], [-6.833498, 0.425142, 3.939471], [-1.008948, -8.286197, -1.537560], [-0.123831, 0.694845, -1.967530], [-4.455397, 5.321625, 4.282012], [-4.709126, 1.514202, -3.285778], [6.087396, 4.895251, 2.272336], [0.256874, -8.228420, -0.769754], [6.072680, 4.007520, 1.008382], [-0.685945, 4.780583, -1.080063], [-1.092652, -0.291932, 6.683170], [-0.480530, 1.354582, 0.214490], [0.189878, 8.130124, 3.496411], [5.721749, 0.188324, 2.428094], [-2.546478, -2.382854, 3.251661], [-3.063701, 3.852264, 2.994130], [6.448919, -2.140380, -4.817876], [-1.653574, 0.571389, -5.491264], [-0.879198, -7.057433, -2.455891], [5.861327, -2.310154, -3.444697], [-2.881590, -4.260167, -0.422039], [1.489214, 6.319710, 3.809128], [0.887819, -5.083450, -5.440453], [-4.532914, -3.902688, -6.335039], [3.622707, 4.224155, -3.689197], [-3.659594, -4.091379, -5.086519], [2.695538, -3.622214, -1.125687], [-0.170189, 4.742120, 8.942316], [-0.036646, -6.185184, -1.624178], [-1.470740, -1.463027, 2.554884], [0.838669, 6.051150, 2.447850], [2.328127, 3.429193, -3.739734], [-1.747871, -0.962058, -5.595820], [6.632874, -3.091067, -5.318337], [0.346297, 8.008357, 1.488480], [-2.496173, 3.113832, 3.560465], [1.661192, -1.597660, 6.830762], [0.955866, -0.991692, -1.293856], [-1.811392, -1.482964, 1.519673], [-1.022095, -1.296914, -7.575278], [-1.076797, 5.012637, 9.483599], [2.203405, -3.585109, 1.063313], [-4.917686, 4.484235, 2.398897], [1.124661, 5.637716, 4.577293], [6.403644, 5.909354, 2.028042], [-4.630471, 5.204136, 5.351428], [-0.258909, 5.445094, -0.328958], [7.426393, -1.658342, -4.801295], [-2.699325, -1.301500, -6.005235], [6.602869, -2.571592, -2.689797], [1.577208, 5.879795, 1.664711], [-2.137726, 1.088569, -6.319645], [0.939544, -0.642256, 8.941212], [-2.138049, -3.932836, -1.148748], [6.282358, 1.120330, 2.500233], [-5.542763, 0.006893, -4.535853], [-2.627672, -2.417232, 4.338084], [-5.211033, 6.061216, 4.017194], [0.928605, 1.054115, 8.355886], [-1.071724, 7.072347, 1.959254], [-4.952981, 3.233190, 3.633128], [-0.037138, -2.191794, -6.353817], [-4.871252, -2.882156, -6.514285], [-6.421174, 0.175638, -2.962091], [-4.037575, -4.902094, -4.463634], [1.563956, 1.034315, 0.684037], [-0.374185, -7.165874, -3.415737], [-3.598271, -3.187591, -4.480299], [-0.808379, -0.012007, -2.436423], [5.111319, 0.831205, 0.406230], [-1.412860, -0.467794, 2.995623], [0.143030, -8.547464, 0.266272], [-1.850340, -8.114744, -0.866180], [-1.503595, -1.544869, -4.707697], [-4.293767, 1.482073, -1.197286], [-0.255114, 3.779350, -1.076499], [-2.708523, 5.666536, -0.694277], [1.013531, -8.846151, -1.253465], [-4.407174, -3.329155, -1.782638], [1.439102, 3.940251, -4.109276], [0.559421, -0.486449, 0.890136], [6.355736, -0.670057, 2.650224], [-7.235374, 1.412829, 3.713491], [2.679131, -4.382108, -1.906951], [1.154226, 5.876153, 7.583361], [-1.955791, 1.056280, -4.563012], [-2.831917, 1.781254, -2.080575], [0.091261, -1.248777, 5.229552], [5.394843, 3.154419, 0.978890], [-5.541973, -0.327553, 5.418545], [0.336087, 5.097063, 2.606665], [2.013132, 0.417968, -1.567259], [0.911191, -5.060650, -6.529966], [3.532100, 5.137138, -4.277718], [-5.325434, 2.397965, -3.120758], [-1.152986, -9.247374, -2.031010], [-0.153777, -5.073453, -5.119399], [-2.609992, -3.904006, 0.571683], [-4.891776, 1.194458, 5.003962], [-2.993369, 3.597209, 1.936733], [2.216370, -0.057151, 6.530977], [5.060216, -0.902486, 0.567648], [5.141501, 5.067708, 2.785774], [5.112284, -3.102010, -3.444897], [5.937565, 4.623601, 0.119409], [2.055154, -5.155750, 0.220457], [1.313253, -3.244988, -4.141085], [-2.610366, 4.046364, -0.238667], [0.196087, 0.585285, 5.360658], [-1.841901, -6.615627, -2.713003], [2.560593, 6.123463, 3.767516], [-3.609926, -2.185841, 3.116143], [-7.614151, -0.093937, 4.495568], [0.743851, 4.599601, 9.518779], [-4.669888, -3.092884, -0.040182], [2.108205, -2.730946, -1.346567], [-4.120836, 1.875489, -4.129276], [2.553418, 2.591176, -4.399330], [2.047225, -3.238846, -5.703238], [0.269612, 1.394946, -2.704523], [-5.451433, -4.486158, -6.272029], [-0.316425, 6.686360, 8.276285], [4.376718, 3.659475, -4.237556]],
  "atomic_forces_ev_per_a": [[-0.639, 0.271, 0.745], [-0.855, 1.247, -2.078], [0.016, 1.156, 1.318], [1.138, -1.549, 0.523], [-0.371, 0.044, 0.960], [1.405, -0.343, 1.754], [-0.774, 0.920, -1.059], [-0.600, -0.792, -0.325], [-0.247, -1.738, -0.078], [0.652, 0.113, -0.773], [-1.370, 0.155, -0.716], [-2.796, -0.984, 1.504], [0.636, -0.603, -0.134], [0.928, -0.904, -2.047], [0.429, 0.647, 0.649], [2.831, -2.097, -1.710], [1.933, -0.126, 0.419], [0.816, 0.862, -1.684], [-0.588, 2.686, 2.646], [-2.064, 1.880, 2.323], [-2.091, -0.728, 0.812], [-1.544, -0.502, 1.882], [-1.272, 1.601, -2.120], [-1.126, 2.002, 1.212], [-3.250, 0.119, 2.293], [0.894, -0.258, -2.533], [4.112, 0.927, 0.606], [2.032, 0.452, 0.506], [0.507, -0.086, -0.080], [0.873, 2.973, 0.426], [2.954, -1.725, 1.871], [3.890, 0.526, -0.892], [-0.593, -3.022, 0.410], [-1.119, 1.732, 1.476], [1.316, 2.663, -0.511], [0.764, -1.026, -2.952], [-0.406, -0.299, -2.166], [-1.759, 0.291, -0.881], [2.337, -2.988, -1.392], [0.220, 3.828, 0.002], [-1.403, 1.160, 1.612], [-0.998, -1.104, -2.154], [1.183, 0.322, 1.345], [0.517, -1.056, 2.662], [0.734, -1.840, 0.368], [-1.341, -2.813, 0.394], [-1.476, -1.606, -0.195], [1.025, -0.918, 1.015], [-0.047, -1.616, -0.374], [0.077, 0.814, -0.020], [1.592, 0.786, -0.471], [0.851, -1.601, 0.741], [0.198, 0.456, -2.496], [-1.512, -2.633, 0.015], [-1.650, 3.754, 2.988], [2.499, -2.274, 1.262], [-0.382, 0.975, -2.356], [2.451, -2.003, -1.293], [-2.894, -0.441, -1.530], [3.777, -0.093, -1.017], [-1.329, -0.123, -2.553], [1.458, -2.254, 0.214], [0.421, -0.800, -1.024], [-2.389, 0.032, 0.569], [-3.221, -3.093, 0.772], [-1.192, -1.403, 0.590], [1.138, 0.825, -1.800], [-0.846, 1.874, 0.122], [-2.294, 2.282, -0.168], [-0.950, 2.561, -1.100], [-1.549, 0.044, 3.335], [1.524, -0.981, 0.361], [-1.562, 1.566, 1.411], [-0.012, 1.143, -3.209], [-1.185, -1.171, -1.349], [1.383, 1.129, 1.188], [0.515, -0.210, 1.063], [0.380, 0.014, 0.894], [0.202, 1.933, -0.910], [1.430, -2.340, -0.321], [-1.100, -0.947, 0.692], [1.780, 3.142, -0.426], [2.951, -0.193, -1.313], [1.006, 1.183, -0.345], [1.401, -0.655, 1.151], [-0.208, -0.329, -0.415], [0.656, -1.250, -0.923], [-2.244, -1.001, 0.151], [0.436, 0.011, -0.468], [-1.755, 0.067, -1.544], [-0.300, 0.574, 1.367], [0.642, -0.603, 1.827], [-0.723, 1.607, -0.403], [0.632, 0.294, 0.610], [0.055, 0.321, -0.144], [-1.038, 0.036, -0.801], [2.090, -0.245, -0.936], [-0.737, 0.663, 0.710], [-0.206, 1.718, -0.396], [-0.904, 1.640, -1.487], [0.142, -0.472, 1.445], [0.965, 0.345, 0.728], [-1.126, -0.382, 0.151], [0.571, -1.700, -1.334], [0.486, -0.443, 2.200], [-3.661, 1.545, 1.118], [-0.599, -0.658, 0.036], [-0.044, 1.756, 2.282], [1.539, -0.436, -0.224], [1.177, -0.386, 0.893], [0.029, -0.115, 0.327], [-1.052, -0.593, -0.253], [-0.214, -1.381, 0.944], [-1.243, 1.409, -0.442], [0.909, -1.294, 0.001], [-0.187, -0.114, -0.174], [0.168, 0.014, -0.051], [-0.360, -0.136, -1.903], [-0.064, 0.027, 0.266], [0.239, -0.520, 0.203], [0.312, -0.214, -0.088], [1.387, 5.253, -1.718], [-3.028, -0.612, 0.242], [0.088, -0.126, 0.141], [-0.008, -1.068, -0.789], [-0.681, -0.649, 0.125], [-0.552, -0.064, -0.031], [0.176, -0.427, -0.603], [-0.534, -0.429, 0.114], [-0.651, -0.234, 0.668], [0.499, -0.070, -0.069], [0.114, 0.723, -0.289], [0.417, -0.087, -0.162], [0.306, 0.000, 0.432], [-0.094, 0.175, -0.355], [-0.318, -0.060, 0.060], [-0.319, -0.007, -0.028], [-0.061, 0.181, -0.640], [0.235, -0.692, 0.036], [0.226, 0.031, -0.367], [-0.057, 0.507, 0.054], [-0.211, 0.103, 0.327], [-0.028, 0.352, 0.053], [0.072, 0.185, 0.034], [-0.386, -0.189, -0.056], [0.073, 0.450, 0.319], [-0.084, 0.007, 0.034], [-0.043, -0.103, -0.109], [-0.377, -0.418, 0.125], [1.115, 0.979, 0.540], [0.122, 0.113, -0.181], [-0.391, 0.049, -0.265], [0.021, 0.291, 0.553], [-0.341, 0.239, 0.203], [-0.546, -0.227, -0.115], [0.460, 0.107, -0.008], [0.050, -0.196, -0.005], [0.188, -0.109, -0.079], [-0.155, -0.338, 0.553], [0.297, -0.486, 0.061], [0.263, -0.036, -0.099], [0.300, -0.094, 0.195], [-0.065, 0.076, 0.144], [0.249, -0.131, -0.111], [0.106, -0.204, -0.121], [-0.093, -0.066, -0.101], [-0.509, 0.603, 0.643], [-0.018, -0.132, 0.312], [-0.067, 0.115, 0.434], [0.303, 0.524, -0.609], [0.570, 0.666, 0.010], [-0.413, -0.716, -0.159], [0.074, 0.108, 0.460], [0.128, 0.351, 0.233], [0.127, 0.108, -0.321], [0.374, 0.119, -0.274], [-0.681, 0.023, 0.096], [-0.044, 0.062, 0.292], [-0.217, -0.340, 0.054], [-0.233, 0.036, -0.338], [-0.108, 0.471, -0.569], [-0.054, 0.140, 0.356], [0.741, -0.746, -0.395], [-0.637, 0.242, -0.565], [-0.033, -0.061, 0.353], [0.060, -0.190, 0.067], [-0.077, 0.435, 0.711], [-0.498, -0.325, 0.252], [0.003, 0.151, -0.089], [0.278, 0.053, 0.204], [-0.052, -0.163, 0.003], [-0.978, 0.696, -0.030], [0.445, 0.038, 0.079], [-0.173, 0.505, -0.021], [0.317, -0.174, 0.395], [-0.015, -0.794, 0.133], [0.027, -0.111, -0.124], [0.032, -0.106, -0.003], [-0.033, 0.212, 0.236], [0.106, -0.727, 0.600], [0.427, -0.538, -0.225], [0.426, -0.234, -0.555], [0.068, 0.159, 0.266], [0.200, 0.522, 0.058], [0.350, -0.259, -1.536], [0.352, -0.075, 0.153], [-0.469, 0.031, 0.513], [-0.135, 0.043, -0.303], [-0.571, -0.603, 0.192], [0.009, -0.743, -0.509], [-0.514, -0.227, 0.014], [-0.077, -0.099, -0.173], [-0.053, -0.301, -0.316], [0.292, -0.477, -0.287], [-0.014, 0.328, -0.894], [0.458, -0.199, 0.651]],
  "lowdin_charge": [0.796, 0.766, 0.769, 0.707, 0.761, 0.724, 0.802, 0.724, 0.800, 0.788, 0.724, 0.748, -0.245, -0.222, 0.097, -0.249, -0.232, -0.197, -0.245, -0.018, -0.220, -0.241, -0.232, -0.254, -0.233, -0.244, -0.233, -0.228, 0.024, -0.256, -0.206, -0.274, -0.233, -0.228, -0.238, 0.080, -0.229, 0.093, -0.203, -0.250, 0.042, -0.219, -0.221, -0.172, 0.014, 0.046, -0.218, -0.249, -0.243, 0.037, 0.017, 0.070, -0.197, 0.102, -0.284, -0.243, -0.214, 0.081, -0.264, -0.265, -0.237, -0.222, -0.211, 0.089, -0.260, -0.233, -0.180, -0.228, -0.172, -0.245, -0.263, -0.219, -0.238, -0.255, -0.098, -0.137, -0.169, -0.086, -0.142, -0.115, -0.130, -0.447, -0.449, -0.067, -0.447, -0.153, -0.134, -0.155, -0.153, -0.121, -0.170, -0.093, -0.043, -0.063, -0.139, -0.129, -0.159, -0.058, -0.142, -0.218, -0.118, -0.135, -0.126, -0.491, -0.381, -0.443, -0.117, -0.215, -0.180, -0.203, -0.138, -0.057, -0.180, -0.168, -0.177, -0.156, -0.151, -0.207, -0.151, -0.176, -0.195, -0.489, -0.176, -0.139, -0.139, -0.147, 0.145, 0.122, 0.128, 0.124, 0.098, 0.119, 0.140, 0.134, 0.110, 0.128, 0.111, 0.128, 0.128, 0.130, 0.132, 0.108, 0.138, 0.100, 0.136, 0.123, 0.124, 0.114, 0.125, 0.121, 0.133, 0.115, 0.107, 0.103, 0.113, 0.124, 0.133, 0.129, 0.101, 0.124, 0.113, 0.101, 0.101, 0.139, 0.136, 0.104, 0.118, 0.135, 0.108, 0.135, 0.137, 0.102, 0.115, 0.111, 0.134, 0.126, 0.106, 0.134, 0.099, 0.105, 0.116, 0.098, 0.134, 0.108, 0.101, 0.113, 0.141, 0.123, 0.129, 0.097, 0.105, 0.131, 0.101, 0.110, 0.111, 0.132, 0.111, 0.127, 0.105, 0.122, 0.116, 0.110, 0.124, 0.114, 0.104, 0.136, 0.142, 0.091, 0.123, 0.107, 0.127, 0.118, 0.111, 0.131, 0.137, 0.121]
}